Computed, not measured: C17H23BrN3OPtSTe as an isolated structure at a distorted geometry, with the ωB97M-V functional and the def2-TZVPD basis.

Results
Spin multiplicity = 1
DFT total energy = -115932.3107 eV
Kohn-Sham gap (spin up / spin down) = 0.219 / 0.205 hartree
Relative energy (zero: lowest compared OMol25 entry of this formula, charge and spin) = 19.07 kcal per mole
Charge = +1

The geometry in XYZ format:
```
48
Properties=species:S:1:pos:R:3:forces:R:3
Pt 0.2773 1.7665 -0.2838 -0.937 1.254 -0.081
O 5.2971 5.3100 -1.0625 -0.008 0.181 -0.016
C 4.3141 4.5307 -0.6170 -0.256 -0.257 0.140
C 4.4429 3.1583 -0.4022 0.161 0.070 -0.051
C 3.3425 2.4441 0.0083 0.129 -0.067 0.075
N 2.1387 2.9942 0.2364 0.032 -0.437 -0.428
C 2.0552 4.3187 0.0797 -0.020 -0.111 0.030
Br 0.3995 5.1239 0.4842 -0.095 -0.064 -0.013
C 3.0842 5.1269 -0.3367 0.141 0.097 -0.060
H 6.0969 4.8081 -1.2551 0.032 -0.067 0.027
H 5.3921 2.6653 -0.5670 -0.048 -0.088 0.005
H 3.4089 1.3764 0.1688 -0.021 -0.017 -0.073
H 2.9586 6.1914 -0.4666 -0.047 -0.003 0.047
C -2.7956 2.5385 3.2390 -0.059 -0.122 0.029
N -2.5063 2.7078 1.8261 0.098 0.055 0.139
C -2.4303 1.7250 0.9364 -0.414 -0.463 0.153
S -2.0276 2.1230 -0.7056 1.202 -0.493 -0.147
N -2.7344 0.4895 1.3153 -0.040 0.241 0.094
C -2.8521 -0.6753 0.4495 0.027 -0.192 -0.011
H -2.8080 3.5149 3.7126 0.020 0.003 -0.016
H -2.0306 1.9252 3.7213 -0.010 0.019 0.020
H -3.7755 2.0804 3.3893 -0.004 0.019 -0.019
H -2.2479 3.6200 1.4953 0.070 0.068 -0.114
H -2.9821 0.3476 2.2831 0.037 0.009 0.004
H -2.6908 -0.3766 -0.5806 0.049 -0.003 0.001
H -3.8515 -1.0984 0.5448 -0.003 0.034 0.022
H -2.1147 -1.4289 0.7261 -0.052 0.066 -0.040
C -0.7458 -6.0035 -0.1953 0.003 0.001 0.035
C -0.5138 -4.5628 -0.5443 -0.109 0.053 -0.072
C -0.7444 -4.0889 -1.8294 0.036 -0.109 0.154
C -0.4781 -2.7733 -2.1813 0.016 0.277 0.027
C -0.7785 -2.3209 -3.5860 0.059 -0.078 -0.020
C 0.0562 -1.9066 -1.2087 -0.045 0.098 -0.049
Te 0.8855 -0.0864 -1.9125 -0.119 0.105 0.316
C 0.2019 -2.3368 0.1200 0.078 0.010 -0.049
C 0.6351 -1.4312 1.2424 0.100 -0.071 -0.017
C -0.0821 -3.6615 0.4223 -0.032 -0.016 -0.013
H -1.1242 -6.5615 -1.0493 0.003 -0.020 0.004
H -1.4608 -6.1006 0.6227 -0.001 -0.005 0.005
H 0.1877 -6.4646 0.1309 -0.016 -0.043 -0.006
H -1.1345 -4.7681 -2.5782 -0.006 0.021 -0.030
H -1.4319 -3.0338 -4.0860 0.032 -0.042 0.012
H 0.1361 -2.2354 -4.1760 -0.040 0.036 -0.057
H -1.2693 -1.3485 -3.5895 0.020 0.024 -0.033
H 0.3985 -0.3853 1.0383 -0.005 -0.029 0.037
H 1.7124 -1.5047 1.4098 0.013 0.052 -0.017
H 0.1405 -1.7232 2.1696 0.029 -0.025 0.028
H 0.0489 -4.0096 1.4415 -0.001 0.031 0.028
```
Forces are in eV/Å.